# 1
{
  "formula": "C6H13N",
  "method": "the ωB97M-V functional and the def2-TZVPD basis",
  "species": ["C", "C", "C", "C", "N", "C", "C", "H", "H", "H", "H", "H", "H", "H", "H", "H", "H", "H", "H", "H"],
  "xyz": [[1.96262, -3.08771, 0.14544], [0.90503, -2.04453, -0.11273], [1.20327, -0.57351, -0.03121], [0.41320, 0.39338, -0.83241], [-0.88386, 0.75282, -0.24637], [-1.02382, 2.13209, 0.25881], [-2.38535, 2.44800, 0.80545], [1.64558, -3.81543, 0.89779], [2.17810, -3.60877, -0.79042], [2.89027, -2.60119, 0.46248], [-0.14404, -2.33351, -0.16500], [1.25663, -1.40705, -1.07222], [1.91279, -0.29752, 0.76937], [0.38747, 0.06784, -1.87539], [-1.66773, 0.61092, -0.88567], [-0.24141, 2.22954, 1.01520], [-0.70669, 2.78631, -0.57712], [-2.76548, 1.77101, 1.57368], [-3.18113, 2.40566, 0.05273], [-2.27021, 3.44530, 1.23819]],
  "forces_ev_per_angstrom": [[-0.206, 0.193, -0.059], [0.337, 0.935, -1.780], [-0.261, 1.341, 1.742], [0.708, -0.066, 0.908], [-0.848, 0.324, 0.260], [1.247, -1.367, -0.998], [-0.326, 0.267, 0.141], [0.160, -0.013, 0.027], [0.175, -0.390, 0.123], [-0.027, -0.094, 0.134], [0.073, -0.054, 0.082], [-0.096, -2.128, -0.663], [-0.204, 0.208, -0.186], [-0.664, -0.032, -0.135], [0.314, -0.163, -0.069], [-0.153, 0.194, 0.152], [-0.341, 0.440, 0.348], [0.554, -0.138, 0.201], [0.220, 0.421, -0.197], [-0.661, 0.124, -0.031]],
  "mulliken_charge": [-1.093, -0.082, -0.536, -0.877, -0.111, -0.585, -1.057, 0.313, 0.226, 0.313, 0.423, -0.065, 0.263, 0.157, 0.171, 0.238, 0.345, 0.323, 0.299, 0.335],
  "charge": -1,
  "gap_ev": [4.78, 4.95],
  "energy_ev": -7917.085,
  "spin_multiplicity": 2,
  "relative_energy_ev": 4.266,
  "s_squared": 0.7571
}

=====

# 2
{
  "formula": "C22H18Cl40FN3O4PS3",
  "method": "the ωB97M-V functional and the def2-TZVPD basis",
  "species": ["C", "C", "S", "C", "C", "C", "C", "P", "O", "O", "S", "C", "C", "C", "C", "S", "N", "N", "C", "O", "N", "C", "O", "F", "H", "H", "H", "H", "H", "H", "H", "H", "H", "H", "H", "H", "H", "H", "H", "H", "H", "H", "C", "Cl", "Cl", "Cl", "Cl", "C", "Cl", "Cl", "Cl", "Cl", "C", "Cl", "Cl", "Cl", "Cl", "C", "Cl", "Cl", "Cl", "Cl", "C", "Cl", "Cl", "Cl", "Cl", "C", "Cl", "Cl", "Cl", "Cl", "C", "Cl", "Cl", "Cl", "Cl", "C", "Cl", "Cl", "Cl", "Cl", "C", "Cl", "Cl", "Cl", "Cl", "C", "Cl", "Cl", "Cl", "Cl"],
  "xyz": [[0.44578, -4.76889, -0.64709], [1.86092, -5.34512, -1.03548], [3.22331, -4.11214, -1.08677], [3.33617, -3.27776, 0.57894], [2.59829, -1.89138, 0.43228], [1.27128, -1.81130, 1.02021], [0.62547, -0.48462, 0.79454], [-1.08144, -0.12653, 1.43104], [-1.29975, 1.42751, 1.94708], [-1.26291, -1.09017, 2.80178], [-2.41395, -0.72064, 0.17432], [1.51121, 0.44258, 0.01250], [0.89920, 1.86726, -0.32539], [1.23880, 2.12379, -1.87564], [0.54654, 1.03842, -2.80318], [-1.28830, 1.07751, -2.69920], [2.73899, 0.26814, -0.44635], [3.28316, -0.92371, -0.22725], [4.66577, -1.13304, -0.73924], [4.89030, -1.42487, -1.86067], [5.77193, -1.00910, 0.17852], [5.29923, -0.65630, 1.48514], [5.27774, -1.41226, 2.39877], [4.87023, 0.62229, 1.74463], [0.28889, -3.79408, -1.18213], [0.35657, -4.66705, 0.46586], [-0.31783, -5.50500, -1.02526], [2.15657, -6.21295, -0.39624], [1.77499, -5.74585, -2.08533], [2.78461, -3.95737, 1.28378], [4.39757, -3.15666, 0.90472], [0.76963, -2.63059, 1.57947], [-0.47782, 1.81012, 2.31558], [-0.41960, -0.94782, 3.29062], [-0.21386, 1.87605, -0.26003], [1.38801, 2.67541, 0.27778], [0.74057, 3.09897, -2.15888], [2.33445, 2.19305, -2.06821], [0.96726, 0.01342, -2.62275], [0.82095, 1.31053, -3.86169], [-1.69270, -0.23497, -2.83719], [6.30826, -1.89568, 0.22406], [-5.72811, 1.86898, 0.23994], [-4.84787, 1.34075, 1.68698], [-7.10247, 0.78787, -0.04229], [-6.31667, 3.52365, 0.47904], [-4.64341, 1.82549, -1.16471], [2.92996, 2.44584, 4.61822], [1.46056, 2.69200, 3.64025], [3.66416, 0.88838, 4.19867], [4.07990, 3.74798, 4.28548], [2.49988, 2.45772, 6.33234], [0.22812, 5.68562, -4.23018], [-0.58888, 4.29867, -3.48341], [1.62678, 6.13903, -3.24248], [0.75249, 5.23948, -5.87114], [-0.89082, 7.05324, -4.32275], [-1.51611, 3.21702, 8.19656], [-0.63687, 3.14140, 6.65646], [-0.76107, 4.42757, 9.24568], [-3.20254, 3.66556, 7.89299], [-1.45815, 1.63116, 8.98553], [7.69651, -4.71536, -0.75193], [9.40824, -5.14716, -0.62461], [7.43670, -3.68040, -2.16521], [6.72359, -6.18517, -0.90623], [7.20337, -3.83149, 0.71631], [-10.41985, -0.49658, -1.84912], [-9.53911, -1.02749, -0.40450], [-11.79668, -1.57508, -2.12941], [-11.00333, 1.15955, -1.60724], [-9.33637, -0.54278, -3.25178], [10.56578, -6.34509, -4.79004], [12.17855, -5.81061, -4.28795], [10.14283, -5.58123, -6.33201], [10.55873, -8.10628, -4.98063], [9.38017, -5.87919, -3.55389], [-11.27720, -1.32472, 3.54671], [-9.55131, -1.73510, 3.57062], [-11.61186, -0.27095, 2.16475], [-12.23540, -2.80887, 3.40695], [-11.70566, -0.48359, 5.04740], [-11.69670, 3.77272, 1.38360], [-12.14713, 2.68607, 2.70735], [-10.03988, 3.41245, 0.86356], [-12.81105, 3.53729, 0.02276], [-11.78790, 5.45361, 1.93846], [5.42871, 5.30785, -4.98788], [5.66925, 6.97450, -5.53457], [5.75961, 5.20276, -3.24731], [3.75275, 4.82148, -5.29825], [6.53126, 4.23228, -5.86474]],
  "forces_ev_per_angstrom": [[0.522, -0.479, -0.418], [-0.874, -0.269, 0.276], [0.194, 0.009, -0.125], [-1.150, 0.118, -0.278], [0.513, -3.116, 1.200], [-0.271, 4.320, -1.676], [3.751, -2.376, 0.049], [-2.876, -0.717, 0.666], [1.502, -1.822, -0.525], [2.285, 1.786, -1.536], [1.129, 0.341, 0.458], [-2.296, 1.900, 0.667], [1.278, -0.748, -1.720], [-1.663, 0.205, 0.383], [1.365, 0.010, -0.740], [-0.073, -0.320, 0.072], [-1.134, -0.171, 0.411], [-1.797, -0.655, 1.553], [2.445, -0.169, -0.609], [-1.066, 0.062, -0.070], [-3.117, 1.208, 1.019], [0.491, 0.026, 1.525], [0.171, -0.134, -0.129], [0.844, -1.350, -2.122], [0.029, -0.836, 0.656], [-0.106, 0.021, -1.033], [0.597, 0.809, 0.615], [-0.271, 0.753, -0.408], [0.508, 0.636, 0.927], [0.634, 0.985, -0.382], [-0.918, -0.277, -0.324], [0.740, 0.626, -0.614], [-0.440, -0.037, 0.005], [-0.771, -0.331, 0.433], [0.934, -0.096, 0.299], [-0.525, -0.810, -0.290], [1.107, -1.166, 0.631], [-0.897, -0.166, 0.132], [-0.552, 0.837, -0.083], [-0.218, -0.359, 1.037], [0.788, 0.834, 0.106], [-0.086, 0.550, -0.176], [-0.063, -0.028, -0.002], [-0.171, 0.135, -0.095], [0.299, 0.271, 0.053], [0.068, -0.160, -0.029], [-0.097, 0.063, 0.135], [0.413, -0.073, 0.461], [-0.041, 0.125, -0.047], [-0.340, 0.191, 0.323], [-0.242, -0.189, -0.044], [0.237, -0.045, -0.373], [-0.027, 0.195, -0.090], [-0.389, 0.450, -0.482], [-0.283, 0.017, 0.049], [-0.321, 0.075, 0.279], [0.135, -0.208, -0.005], [-0.167, 0.056, 0.110], [-0.267, 0.047, 0.139], [-0.058, -0.145, -0.144], [0.206, -0.061, 0.023], [0.017, 0.152, -0.103], [0.257, -0.296, -0.405], [-0.420, 0.297, 0.582], [-0.103, 0.030, 0.306], [0.110, 0.227, 0.084], [0.049, -0.175, 0.244], [-0.060, 0.045, -0.116], [-0.166, -0.165, -0.226], [0.161, 0.113, 0.062], [0.090, -0.313, -0.030], [-0.082, 0.007, 0.143], [0.018, -0.095, -0.151], [-0.188, -0.042, -0.025], [0.042, -0.071, 0.171], [-0.007, 0.202, 0.035], [0.285, -0.263, -0.709], [-0.076, -0.040, -0.115], [-0.123, 0.043, -0.009], [0.034, -0.571, 0.231], [0.113, 0.146, 0.032], [0.056, -0.065, -0.138], [-0.021, 0.071, 0.108], [-0.034, 0.608, -0.130], [-0.119, 0.049, 0.097], [0.095, 0.068, 0.156], [0.009, -0.158, -0.088], [0.042, -0.030, -0.118], [-0.046, -0.200, 0.085], [-0.042, 0.007, -0.108], [0.591, -0.039, -0.104], [-0.099, 0.107, 0.113]],
  "mulliken_charge": [-0.771, -0.487, -0.004, -0.988, 0.707, -0.794, 0.301, 0.810, -0.290, -0.537, -0.254, 0.119, -0.615, -0.308, -0.566, -0.196, -0.879, 1.305, -0.361, -0.355, 0.178, 0.700, -0.388, -0.194, 0.181, 0.146, 0.410, 0.311, 0.366, 0.587, 0.274, 0.639, 0.116, 0.328, 0.204, 0.347, -0.233, 0.416, 0.350, 0.418, 0.162, -0.090, 0.175, -0.068, 0.048, -0.101, -0.073, 0.355, -0.148, -0.075, -0.085, -0.057, 0.292, -0.089, -0.079, -0.111, -0.086, 0.274, 0.001, -0.090, -0.092, -0.095, 0.352, -0.055, -0.062, -0.047, -0.130, 0.267, -0.064, -0.096, -0.028, -0.093, 0.302, -0.098, -0.098, -0.094, -0.021, 0.318, -0.106, 0.010, -0.099, -0.108, 0.254, -0.055, -0.003, -0.096, -0.104, 0.286, -0.089, -0.107, -0.003, -0.095],
  "charge": 1,
  "gap_ev": 5.62,
  "energy_ev": -581164.014
}

=====

# 3
{
  "formula": "C17H23N3O4",
  "method": "the ωB97M-V functional and the def2-TZVPD basis",
  "species": ["C", "C", "N", "C", "O", "C", "C", "C", "O", "N", "C", "C", "C", "C", "C", "C", "C", "C", "O", "N", "C", "C", "O", "C", "H", "H", "H", "H", "H", "H", "H", "H", "H", "H", "H", "H", "H", "H", "H", "H", "H", "H", "H", "H", "H", "H", "H"],
  "xyz": [[1.51508, 2.41329, -1.33420], [0.15230, 3.09188, -1.25241], [-0.54462, 2.74372, -0.03260], [-1.61348, 1.92759, -0.01152], [-2.15447, 1.49979, -1.01182], [-2.11621, 1.59538, 1.39339], [-1.39828, 0.35501, 1.95927], [0.11310, 0.50549, 1.80175], [0.78258, 1.41190, 2.24003], [0.52720, -0.53357, 1.02918], [1.85649, -0.73867, 0.58282], [2.08845, -1.20532, -0.70506], [3.38700, -1.38756, -1.14029], [4.46900, -1.10096, -0.31636], [5.87111, -1.31758, -0.79638], [4.21771, -0.63216, 0.96676], [2.92480, -0.45451, 1.42234], [-0.55164, -1.39074, 0.68643], [-0.46174, -2.40603, 0.05033], [-1.66079, -0.86574, 1.25025], [-2.95921, -1.48458, 1.13484], [-3.54661, -1.34529, -0.27328], [-4.93053, -1.61239, -0.18855], [-5.57123, -1.52306, -1.43514], [2.04720, 2.75406, -2.21786], [2.11126, 2.64791, -0.45456], [1.40231, 1.33361, -1.39215], [0.27096, 4.17967, -1.28559], [-0.48511, 2.77710, -2.08124], [-0.06984, 2.96147, 0.83206], [-1.93303, 2.43370, 2.06567], [-3.18707, 1.39685, 1.34165], [-1.66094, 0.25039, 3.02143], [1.25826, -1.43509, -1.35312], [3.56208, -1.75367, -2.14128], [5.95668, -1.08983, -1.85643], [6.15452, -2.36084, -0.65416], [6.57245, -0.69835, -0.24270], [5.04456, -0.40568, 1.62401], [2.74475, -0.08814, 2.42003], [-2.86879, -2.54501, 1.38638], [-3.63653, -1.01133, 1.84730], [-3.37386, -0.32962, -0.65730], [-3.05592, -2.05549, -0.95319], [-5.17224, -2.26225, -2.14037], [-6.62631, -1.72172, -1.25780], [-5.45140, -0.52361, -1.87057]],
  "forces_ev_per_angstrom": [[-0.251, 0.107, -0.001], [0.123, -0.014, -0.242], [0.332, 0.293, 0.011], [-0.253, 0.253, 0.546], [-0.166, -0.204, -0.358], [0.183, -0.188, -0.163], [-0.085, 0.292, 0.187], [-0.340, 0.114, 0.272], [0.040, 0.084, 0.159], [0.223, -0.134, -0.139], [0.339, -0.066, -0.122], [-0.056, 0.002, 0.066], [0.001, 0.051, 0.101], [-0.019, 0.052, 0.021], [-0.007, -0.078, 0.020], [-0.015, -0.041, -0.113], [-0.184, -0.033, 0.032], [-0.081, -0.066, 0.228], [0.012, -0.274, -0.218], [-0.053, 0.131, -0.045], [-0.277, -0.289, -0.404], [0.044, 0.185, -0.032], [0.095, -0.116, 0.322], [-0.011, 0.010, -0.051], [0.113, 0.021, -0.098], [0.119, -0.011, 0.069], [0.016, -0.079, 0.003], [-0.062, -0.090, -0.076], [0.067, 0.144, 0.087], [-0.176, -0.117, 0.022], [-0.045, -0.031, 0.039], [0.039, 0.060, 0.003], [0.142, 0.035, -0.116], [-0.062, -0.006, -0.043], [0.015, -0.034, -0.115], [0.072, 0.016, -0.064], [0.097, -0.044, -0.023], [0.088, 0.027, -0.006], [0.088, 0.035, 0.060], [-0.018, 0.032, 0.061], [-0.066, 0.103, 0.074], [0.045, -0.011, 0.013], [0.010, -0.174, 0.090], [-0.013, 0.053, 0.054], [-0.030, 0.014, -0.002], [-0.009, 0.012, -0.102], [-0.025, -0.028, -0.006]],
  "mulliken_charge": [-0.792, -0.568, -0.138, 0.430, -0.721, -1.064, 0.241, -0.101, -0.654, 0.479, 0.307, 0.014, -1.037, 0.973, -1.464, -0.900, -0.575, 0.446, -0.640, 0.243, -1.201, 0.020, -0.372, -0.708, 0.450, 0.288, 0.041, 0.317, 0.308, 0.298, 0.494, 0.520, 0.306, 0.489, 0.357, 0.371, 0.284, 0.375, 0.360, 0.421, 0.346, 0.379, 0.209, 0.343, 0.286, 0.254, 0.285],
  "gap_ev": 9.48,
  "energy_ev": -30664.374,
  "relative_energy_ev": 0.372,
  "smiles": "CCNC(=O)C[C@@H]1C(=O)N(c2ccc(C)cc2)C(=O)N1CCOC"
}

=====

# 4
{
  "formula": "C4H4N4S",
  "method": "the ωB97M-V functional and the def2-TZVPD basis",
  "species": ["C", "C", "C", "C", "N", "N", "N", "N", "S", "H", "H", "H", "H"],
  "xyz": [[-3.74352, 0.94538, 0.31979], [-3.46522, -0.32914, 0.05229], [0.36497, -0.15564, -0.67355], [2.62978, 0.12325, 0.29812], [-3.79407, 2.06452, 0.54252], [-2.54652, -0.98901, -0.27698], [-1.73333, -1.79292, -0.61228], [1.46817, 0.50801, -0.43528], [-0.02305, -1.55792, 0.07058], [3.55728, 0.80952, 0.51128], [2.38990, -0.33124, 1.34133], [3.19022, -0.69897, -0.17471], [1.70538, 1.40416, -0.96311]],
  "forces_ev_per_angstrom": [[0.998, -0.735, 0.684], [-4.985, 1.763, 0.137], [0.102, 1.454, -0.064], [2.901, -2.072, 3.250], [-0.835, 2.630, 0.375], [4.034, -2.075, -0.973], [-0.271, -2.128, -0.456], [1.271, 2.551, -1.379], [1.172, -0.406, 0.433], [-2.519, -0.133, -0.707], [-0.023, 0.938, -1.628], [-0.561, -0.082, -0.309], [-1.284, -1.705, 0.638]],
  "mulliken_charge": [0.540, -0.206, -0.119, -0.862, -0.348, 0.710, -0.767, -0.077, -0.014, 0.287, 0.252, 0.336, 0.268],
  "gap_ev": [7.00, 5.80],
  "energy_ev": -20999.663,
  "spin_multiplicity": 3,
  "relative_energy_ev": 2.385,
  "s_squared": 2.0425
}

=====

What did the fourth record say?
{
  "formula": "C4H4N4S",
  "method": "the ωB97M-V functional and the def2-TZVPD basis",
  "species": ["C", "C", "C", "C", "N", "N", "N", "N", "S", "H", "H", "H", "H"],
  "xyz": [[-3.74352, 0.94538, 0.31979], [-3.46522, -0.32914, 0.05229], [0.36497, -0.15564, -0.67355], [2.62978, 0.12325, 0.29812], [-3.79407, 2.06452, 0.54252], [-2.54652, -0.98901, -0.27698], [-1.73333, -1.79292, -0.61228], [1.46817, 0.50801, -0.43528], [-0.02305, -1.55792, 0.07058], [3.55728, 0.80952, 0.51128], [2.38990, -0.33124, 1.34133], [3.19022, -0.69897, -0.17471], [1.70538, 1.40416, -0.96311]],
  "forces_ev_per_angstrom": [[0.998, -0.735, 0.684], [-4.985, 1.763, 0.137], [0.102, 1.454, -0.064], [2.901, -2.072, 3.250], [-0.835, 2.630, 0.375], [4.034, -2.075, -0.973], [-0.271, -2.128, -0.456], [1.271, 2.551, -1.379], [1.172, -0.406, 0.433], [-2.519, -0.133, -0.707], [-0.023, 0.938, -1.628], [-0.561, -0.082, -0.309], [-1.284, -1.705, 0.638]],
  "mulliken_charge": [0.540, -0.206, -0.119, -0.862, -0.348, 0.710, -0.767, -0.077, -0.014, 0.287, 0.252, 0.336, 0.268],
  "gap_ev": [7.00, 5.80],
  "energy_ev": -20999.663,
  "spin_multiplicity": 3,
  "relative_energy_ev": 2.385,
  "s_squared": 2.0425
}